Record 1
A structure of composition C20H39CeCl3N3O3Si in a non-equilibrium geometry, computed with ωB97M-V/def2-TZVPD.

```
! RIJCOSX wB97M-V def2-TZVPD def2/J DEFGRID3
* xyz 0 2
C 1.61 -1.60 -3.77
C 1.19 -0.22 -3.27
H 1.97 -1.72 -4.80
H 0.69 -2.20 -3.64
H 2.36 -2.05 -3.10
C 0.40 0.61 -3.99
C -0.21 0.21 -5.29
H 0.28 1.66 -3.69
H -0.66 -0.79 -5.21
H 0.47 0.20 -6.15
H -1.03 0.89 -5.54
Ce -0.83 -1.14 3.05
Cl 1.67 -1.05 3.60
Cl -2.38 -2.84 4.33
C 0.64 2.14 2.72
O -0.22 1.20 2.79
N 0.33 3.44 2.64
C -1.07 3.81 2.57
C 1.29 4.52 2.89
H 1.72 1.91 2.74
H -1.66 2.94 2.26
H -1.25 4.62 1.86
H -1.45 4.12 3.56
H 2.30 4.13 2.82
H 1.16 4.96 3.89
H 1.18 5.34 2.16
H -1.45 -1.40 -1.66
H -2.60 1.37 -2.74
C -2.52 -1.25 -1.49
C -3.35 1.04 -2.00
N -2.76 0.11 -1.03
H -2.84 -1.99 -0.75
C -2.26 0.46 0.17
O -1.90 -0.37 1.05
H -3.73 1.94 -1.48
H -2.19 1.53 0.41
H -3.06 -1.42 -2.41
H -4.17 0.56 -2.54
O 1.04 -0.83 -1.58
C 1.81 0.24 -1.90
C 0.17 2.10 -1.30
C 1.46 1.58 -1.25
H -0.64 1.48 -1.69
C -0.11 3.42 -0.92
H 2.90 0.01 -1.85
C 2.43 2.41 -0.62
H -1.13 3.80 -0.95
C 0.91 4.29 -0.56
C 2.19 3.76 -0.37
H 3.41 1.99 -0.34
H 0.74 5.37 -0.46
H 3.00 4.41 -0.04
Si 0.60 -4.46 0.69
Cl -0.31 -2.39 0.83
C -1.09 -5.27 0.88
C 1.64 -4.52 2.25
C 1.42 -5.02 -0.85
H -1.90 -4.57 1.11
H -1.15 -6.05 1.65
H -1.37 -5.72 -0.09
H 0.72 -5.03 -1.69
H 1.80 -6.05 -0.71
H 2.26 -4.38 -1.16
H 1.81 -3.54 2.72
H 2.64 -4.90 2.00
H 1.17 -5.17 3.00
N -0.54 -0.25 5.36
H 0.45 -0.23 5.63
H -1.10 -0.89 5.93
H -0.94 0.70 5.35
*
```

Values from the calculation:
Expectation value of S²: 0.75
Frontier orbital gap (spin up / spin down): 4.59 / 4.59 eV
HOMO (spin up / spin down): -0.177 / -0.177 Ha
E_LUMO (spin up / spin down): -0.008 / -0.008 hartree

Here are the natural (NBO) charges for atoms 1 to 8, given in e:
1. C -0.642
2. C 0.183
3. H 0.195
4. H 0.205
5. H 0.216
6. C -0.474
7. C -0.621
8. H 0.185

***

Record 2
The ion C6H12ClN3 with charge +2 in a non-equilibrium geometry, computed with ωB97M-V/def2-TZVPD.

```
! RIJCOSX wB97M-V def2-TZVPD def2/J DEFGRID3
* xyz 2 1
C -0.81 0.09 -2.55
C -0.32 0.44 -1.27
C 0.09 -0.42 -0.20
C 0.54 -0.23 2.15
C -1.26 1.07 -3.56
C 1.02 0.86 3.08
N 0.48 -1.51 2.36
N 0.24 -1.70 -0.41
N 0.23 0.24 1.01
Cl -0.05 2.11 -1.05
H -0.91 -0.81 -2.99
H -2.30 0.90 -3.73
H -0.88 2.03 -3.36
H -0.99 0.58 -4.53
H 1.32 0.39 4.04
H 0.16 1.58 3.43
H 1.81 1.47 2.66
H 0.80 -1.67 3.28
H -0.06 -2.19 1.90
H 0.07 -2.02 -1.37
H 0.48 -2.46 0.22
H 0.34 1.23 0.87
*
```

Values from the calculation:
Frontier orbital gap (spin up / spin down): 7.93 / 7.93 eV
Relative energy (zero: lowest compared OMol25 entry of this formula, charge and spin): 0.0 kJ/mol
HOMO (spin up / spin down): -0.636 / -0.636 Ha
E_LUMO (spin up / spin down): -0.345 / -0.345 hartree

Here are the natural (NBO) charges for atoms 1 to 8, given in e:
1. C 0.098
2. C -0.246
3. C 0.533
4. C 0.619
5. C -0.685
6. C -0.713
7. N -0.676
8. N -0.672

***

Record 3
A cluster of 2 separate species, C14H16O in total in a non-equilibrium geometry, computed with ωB97M-V/def2-TZVPD.

```
! RIJCOSX wB97M-V def2-TZVPD def2/J DEFGRID3
* xyz 0 1
C 2.78 2.30 0.59
C 1.09 0.40 0.49
C 2.33 0.89 0.86
C 0.85 -0.98 0.43
C 1.88 -1.84 0.76
C 3.25 -0.01 1.45
C 3.03 -1.36 1.36
O 1.73 -3.19 0.50
H 0.27 1.07 0.31
H -0.12 -1.35 0.19
H 2.16 2.94 -0.04
H 3.79 2.26 0.18
H 4.08 0.47 1.96
H 2.57 -3.54 0.15
H 3.64 -2.06 1.93
H 2.87 2.87 1.52
C -2.51 -0.78 1.21
C -2.69 1.66 -1.62
C -2.15 0.98 -2.70
C -2.90 1.02 -0.42
C -2.59 -0.34 -0.24
C -1.75 -0.34 -2.51
C -2.05 -1.02 -1.33
H -2.90 2.72 -1.73
H -2.12 1.39 -3.70
H -3.37 1.50 0.42
H -1.58 -0.94 -3.38
H -3.45 -0.47 1.67
H -1.70 -0.27 1.70
H -1.99 -2.11 -1.38
H -2.44 -1.86 1.36
*
```

Values from the calculation:
Frontier orbital gap: 9.23 eV
Relative energy (zero: lowest compared OMol25 entry of this formula, charge and spin): 99.0 kJ/mol
HOMO: -0.307 Ha
E_LUMO: 0.033 hartree

Here are the natural (NBO) charges for atoms 1 to 8, given in e:
1. C -0.636
2. C -0.206
3. C -0.024
4. C -0.255
5. C 0.292
6. C -0.200
7. C -0.290
8. O -0.694

***

Record 4
A cluster of 5 separate species, C38H60F4N3O11S in total in a non-equilibrium geometry, computed with ωB97M-V/def2-TZVPD.

```
! RIJCOSX wB97M-V def2-TZVPD def2/J DEFGRID3
* xyz 1 1
C 3.60 -1.53 2.98
C 3.04 -0.57 2.53
C 2.54 0.75 2.26
F 2.88 1.53 3.36
C 3.08 1.55 0.98
S 4.48 2.65 1.57
C 3.47 0.74 -0.27
C 4.97 0.47 -0.47
C 5.77 -0.33 0.52
N 5.56 0.86 -1.52
C 1.97 2.57 0.87
C 2.25 3.78 0.01
O 1.27 3.98 -1.00
N 1.22 2.80 -1.83
O 0.19 2.69 -2.32
N 0.91 2.28 1.54
C -0.23 3.23 1.59
F -0.83 3.29 0.41
F -1.09 2.85 2.51
F 0.25 4.43 1.91
C 0.95 0.93 2.21
C 0.45 -0.24 1.36
C -0.82 0.00 0.58
O -1.64 0.83 0.80
O -0.95 -0.86 -0.49
C -2.28 -1.36 -0.55
C -2.84 -2.02 0.69
O -2.91 -1.26 -1.54
O 0.58 1.00 3.55
C -0.51 0.21 3.97
O -1.62 0.39 3.60
C -0.19 -0.82 5.00
C 0.51 -1.99 4.74
C 0.79 -2.90 5.74
C 0.34 -2.68 7.04
C -0.40 -1.53 7.29
C -0.65 -0.61 6.29
H 4.11 -2.43 3.24
H 5.22 1.82 2.33
H 3.20 1.36 -1.13
H 2.97 -0.23 -0.33
H 6.83 -0.15 0.35
H 5.51 -0.16 1.56
H 5.57 -1.39 0.32
H 4.91 1.35 -2.14
H 3.21 3.66 -0.50
H 2.32 4.70 0.59
H 1.22 -0.43 0.60
H 0.35 -1.17 1.91
H -3.40 -2.89 0.36
H -3.54 -1.33 1.17
H -2.07 -2.35 1.39
H 0.88 -2.23 3.75
H 1.34 -3.79 5.50
H 0.55 -3.42 7.80
H -0.77 -1.36 8.29
H -1.21 0.27 6.58
C -5.98 -0.84 9.22
C -4.86 -1.59 8.53
O -3.57 -1.28 9.03
C -3.35 -1.55 10.41
C -3.53 -3.01 10.79
H -5.83 0.24 9.13
H -6.94 -1.10 8.76
H -6.05 -1.08 10.28
H -4.84 -1.33 7.47
H -5.03 -2.68 8.58
H -3.98 -0.90 11.02
H -2.31 -1.25 10.60
H -4.54 -3.35 10.62
H -3.30 -3.15 11.85
H -2.86 -3.64 10.20
C 5.14 -0.67 -5.49
C 4.53 -2.02 -5.17
O 3.51 -1.96 -4.17
C 2.39 -1.16 -4.48
C 1.62 -1.60 -5.71
H 5.54 -0.21 -4.59
H 5.94 -0.77 -6.22
H 4.40 0.02 -5.91
H 5.30 -2.67 -4.76
H 4.16 -2.51 -6.07
H 2.68 -0.10 -4.56
H 1.73 -1.24 -3.61
H 2.23 -1.54 -6.62
H 0.75 -0.97 -5.85
H 1.29 -2.63 -5.61
C -1.80 4.03 -7.05
C -0.42 4.65 -7.11
O -0.33 5.92 -6.47
C -0.64 5.95 -5.09
C 0.25 5.06 -4.24
H -2.54 4.70 -7.50
H -1.81 3.08 -7.59
H -2.12 3.83 -6.03
H -0.15 4.83 -8.15
H 0.33 3.97 -6.70
H -1.70 5.70 -4.94
H -0.52 6.99 -4.79
H 0.16 4.01 -4.51
H -0.01 5.17 -3.19
H 1.30 5.34 -4.37
C -3.80 -3.12 -7.50
C -3.24 -3.95 -6.36
O -2.00 -3.48 -5.86
C -2.00 -2.17 -5.33
C -2.94 -1.98 -4.16
H -3.09 -3.07 -8.32
H -4.73 -3.56 -7.86
H -4.02 -2.10 -7.18
H -3.04 -4.96 -6.72
H -3.96 -4.05 -5.55
H -2.20 -1.44 -6.12
H -0.98 -1.98 -5.00
H -3.98 -2.14 -4.43
H -2.86 -0.96 -3.76
H -2.70 -2.68 -3.36
*
```

Values from the calculation:
Frontier orbital gap: 5.87 eV
HOMO: -0.402 Ha
E_LUMO: -0.186 hartree

Here are the Mulliken charges for atoms 1 to 8, given in e:
1. C 0.024
2. C -1.670
3. C 2.092
4. F -0.340
5. C 1.192
6. S -0.125
7. C -0.054
8. C 0.435

***

Record 5
A structure of composition C15H46AsF6O8 in a non-equilibrium geometry, computed with ωB97M-V/def2-TZVPD.

```
! RIJCOSX wB97M-V def2-TZVPD def2/J DEFGRID3
* xyz -1 1
As 3.68 0.50 16.56
F 5.19 0.08 17.51
F 3.74 2.29 16.96
F 2.18 0.72 15.69
F 3.59 -1.20 16.02
F 2.79 0.21 18.05
F 4.68 0.88 15.07
O 0.29 6.92 17.36
H 0.86 6.17 17.55
H -0.28 6.61 16.66
O 6.53 -5.79 13.97
H 6.22 -4.93 14.25
H 6.54 -6.31 14.78
O 10.79 -0.73 18.00
H 9.89 -0.42 17.88
H 11.33 -0.07 17.56
C -3.77 2.65 12.02
C -3.72 3.73 13.10
C -4.19 3.23 14.42
O -2.38 4.13 13.25
H -4.79 2.30 11.86
H -3.18 1.74 12.19
H -3.29 3.10 11.15
H -4.30 4.59 12.77
H -4.35 3.97 15.20
H -3.38 2.60 14.80
H -5.07 2.58 14.36
H -1.82 3.36 13.28
C 6.39 -1.66 8.68
C 4.92 -1.23 8.48
C 3.78 -2.13 9.08
O 4.82 0.07 9.03
H 6.50 -1.87 9.74
H 7.02 -0.83 8.37
H 6.63 -2.45 7.97
H 4.76 -1.15 7.41
H 2.82 -1.60 9.08
H 3.92 -2.46 10.10
H 3.70 -3.02 8.45
H 5.04 0.08 9.97
C -3.91 3.99 22.29
C -2.44 3.69 22.02
C -1.36 4.34 22.95
O -2.24 2.30 22.05
H -4.06 3.69 23.33
H -4.66 3.50 21.66
H -4.02 5.06 22.10
H -2.12 4.03 21.04
H -1.53 4.19 24.01
H -1.41 5.42 22.83
H -0.36 3.94 22.75
H -1.43 2.18 21.55
C -2.84 -4.10 17.33
C -4.13 -3.48 16.88
C -5.25 -4.47 16.57
O -4.63 -2.72 17.99
H -2.84 -5.07 17.83
H -2.29 -3.37 17.92
H -2.16 -4.32 16.51
H -4.00 -2.81 16.03
H -5.39 -5.33 17.23
H -5.20 -4.72 15.51
H -6.24 -4.02 16.69
H -3.95 -2.08 18.22
C 10.46 6.02 13.96
C 9.96 6.05 12.51
C 10.04 4.65 11.86
O 8.55 6.32 12.58
H 9.85 6.62 14.63
H 11.47 6.41 14.08
H 10.56 5.06 14.48
H 10.51 6.79 11.94
H 11.08 4.55 11.58
H 9.46 4.63 10.94
H 9.66 3.88 12.53
H 8.10 5.63 13.07
*
```

Values from the calculation:
Frontier orbital gap: 10.45 eV
Relative energy (zero: lowest compared OMol25 entry of this formula, charge and spin): 331.4 kJ/mol
HOMO: -0.310 Ha
E_LUMO: 0.075 hartree

Here are the Mulliken charges for atoms 1 to 8, given in e:
1. As 2.003
2. F -0.512
3. F -0.523
4. F -0.472
5. F -0.495
6. F -0.480
7. F -0.523
8. O -0.651

***

Record 6
The ion C5H10NO2 with charge -1 in a non-equilibrium geometry, computed with ωB97M-V/def2-TZVPD.

```
! RIJCOSX wB97M-V def2-TZVPD def2/J DEFGRID3
* xyz -1 1
O -2.73 -2.46 0.99
C -1.89 -1.56 1.03
N -1.27 -1.06 -0.04
C -0.24 0.02 0.11
C 0.33 0.41 -1.23
C 1.18 1.84 -1.14
O 1.42 2.40 -2.29
C 0.85 -0.38 1.12
H -1.61 -1.14 2.00
H -1.49 -1.61 -0.86
H -0.85 0.80 0.57
H -0.45 0.60 -1.97
H 0.98 -0.39 -1.59
H 0.47 2.35 -0.42
H 2.05 1.54 -0.50
H 0.51 -0.09 2.12
H 1.00 -1.46 1.22
H 1.73 0.20 0.89
*
```

Values from the calculation:
Frontier orbital gap: 6.31 eV
Relative energy (zero: lowest compared OMol25 entry of this formula, charge and spin): 225.0 kJ/mol
HOMO: -0.101 Ha
E_LUMO: 0.130 hartree

Here are the natural (NBO) charges for atoms 1 to 8, given in e:
1. O -0.671
2. C 0.520
3. N -0.609
4. C -0.041
5. C -0.482
6. C 0.062
7. O -0.906
8. C -0.636

***

Record 7
The ion C6H11N2 with charge +1 in a non-equilibrium geometry, computed with ωB97M-V/def2-TZVPD.

```
! RIJCOSX wB97M-V def2-TZVPD def2/J DEFGRID3
* xyz 1 1
C 1.26 -1.55 -0.39
C -1.47 0.42 0.76
C -0.18 -1.70 -0.18
C 0.64 -0.94 0.84
C -0.89 0.02 -0.50
C 0.00 0.42 0.57
N -1.10 0.67 -1.68
N 0.81 1.66 0.53
H 1.67 -2.58 -0.14
H 1.78 -0.91 -1.18
H -1.80 1.35 0.97
H -1.92 -0.29 1.52
H -0.58 -2.69 0.01
H 0.86 -1.05 1.86
H -0.31 0.89 -2.31
H -1.92 0.42 -2.33
H 0.99 2.20 1.53
H 0.27 2.25 -0.17
H 1.87 1.41 0.29
*
```

Values from the calculation:
Frontier orbital gap: 8.84 eV
Relative energy (zero: lowest compared OMol25 entry of this formula, charge and spin): 535.8 kJ/mol
HOMO: -0.466 Ha
E_LUMO: -0.142 hartree

Here are the natural (NBO) charges for atoms 1 to 8, given in e:
1. C -0.445
2. C -0.412
3. C -0.191
4. C -0.270
5. C 0.187
6. C 0.047
7. N -0.852
8. N -0.728

***

Record 8
A cluster of 5 separate species, C24H77BN12O6P4Si in total in a non-equilibrium geometry, computed with ωB97M-V/def2-TZVPD.

```
! RIJCOSX wB97M-V def2-TZVPD def2/J DEFGRID3
* xyz 0 1
O -0.80 3.69 -4.40
B -1.63 4.76 -4.61
O -1.11 6.01 -4.73
Si -3.63 4.59 -4.70
H -1.06 3.01 -5.04
H -1.83 6.60 -4.99
H -4.17 5.70 -3.89
H -4.02 4.77 -6.12
H -4.15 3.33 -4.14
O -0.53 0.23 -3.30
P 0.83 -0.07 -2.68
N 0.91 -1.73 -3.13
C 1.59 -2.78 -2.39
C 1.11 -1.94 -4.56
N 0.29 0.10 -1.03
C -0.47 -0.98 -0.42
C -0.40 1.36 -0.80
N 2.53 -0.04 -2.13
C 2.91 0.01 -0.73
C 3.31 0.97 -2.88
H 2.68 -2.75 -2.51
H 1.24 -3.75 -2.73
H 1.38 -2.74 -1.32
H 2.16 -1.76 -4.85
H 0.48 -1.27 -5.14
H 0.85 -2.96 -4.84
H -1.26 -1.37 -1.07
H -0.92 -0.65 0.52
H 0.19 -1.80 -0.13
H -1.44 1.32 -1.15
H 0.10 2.18 -1.31
H -0.41 1.60 0.27
H 2.60 0.94 -0.24
H 4.00 -0.07 -0.64
H 2.51 -0.83 -0.17
H 3.03 1.99 -2.59
H 3.13 0.87 -3.95
H 4.38 0.85 -2.71
O 3.74 -2.56 1.94
P 4.62 -2.26 3.16
N 6.03 -2.98 2.45
C 7.09 -3.64 3.16
C 6.59 -2.19 1.35
N 3.82 -3.38 4.22
C 4.05 -4.81 4.05
C 2.39 -3.13 4.32
N 5.63 -1.61 4.49
C 5.61 -2.15 5.84
C 5.51 -0.14 4.57
H 7.78 -2.94 3.66
H 7.68 -4.24 2.46
H 6.72 -4.34 3.91
H 7.16 -1.33 1.73
H 5.80 -1.82 0.70
H 7.25 -2.80 0.74
H 3.98 -5.13 3.00
H 3.32 -5.38 4.63
H 5.02 -5.11 4.45
H 1.84 -3.53 3.46
H 2.19 -2.06 4.38
H 1.99 -3.58 5.23
H 4.65 -2.03 6.34
H 6.38 -1.64 6.43
H 5.88 -3.21 5.85
H 4.53 0.17 4.94
H 5.64 0.30 3.57
H 6.28 0.29 5.21
O -6.43 -0.07 -5.09
P -5.41 -1.19 -5.07
N -5.93 -2.02 -6.49
C -5.78 -3.44 -6.73
C -5.68 -1.28 -7.72
N -6.00 -1.97 -3.63
C -7.18 -2.81 -3.72
C -6.16 -1.03 -2.52
N -3.88 -2.09 -4.97
C -3.61 -3.12 -3.97
C -2.71 -1.17 -5.02
H -4.76 -3.72 -7.01
H -6.44 -3.74 -7.54
H -6.07 -4.04 -5.87
H -4.62 -1.34 -8.02
H -5.94 -0.23 -7.60
H -6.29 -1.67 -8.53
H -7.99 -2.36 -4.31
H -7.56 -3.04 -2.72
H -6.94 -3.79 -4.16
H -7.09 -0.45 -2.61
H -5.32 -0.33 -2.48
H -6.18 -1.57 -1.57
H -3.58 -2.72 -2.95
H -2.64 -3.57 -4.18
H -4.34 -3.92 -4.02
H -2.62 -0.59 -4.10
H -2.83 -0.47 -5.85
H -1.78 -1.71 -5.19
O 1.25 2.58 5.80
P 0.43 3.51 4.92
N -0.29 4.44 6.18
C -1.58 5.09 6.11
C 0.66 5.30 6.87
N -0.65 2.29 4.32
C -1.77 1.84 5.14
C 0.04 1.10 3.81
N -0.15 4.66 3.67
C -1.25 4.37 2.75
C 0.99 5.20 2.89
H -1.57 6.02 5.52
H -1.90 5.36 7.12
H -2.36 4.44 5.71
H 0.91 6.20 6.28
H 1.59 4.77 7.08
H 0.26 5.63 7.83
H -1.47 1.63 6.18
H -2.21 0.93 4.72
H -2.58 2.57 5.14
H 0.31 0.43 4.64
H 0.94 1.36 3.26
H -0.61 0.54 3.13
H -1.04 3.56 2.05
H -1.47 5.27 2.15
H -2.17 4.15 3.29
H 1.43 4.45 2.23
H 1.78 5.55 3.58
H 0.69 6.07 2.30
*
```

Values from the calculation:
Frontier orbital gap: 7.32 eV
HOMO: -0.294 Ha
E_LUMO: -0.025 hartree

Here are the Mulliken charges for atoms 1 to 8, given in e:
1. O -0.429
2. B 0.566
3. O -0.466
4. Si 0.144
5. H 0.264
6. H 0.284
7. H -0.132
8. H -0.109